[1]
The following is a quantum chemistry calculation of a cluster of 2 separate species, C4H12O2S2 in total, from the OMol25 dataset.

```
20
C4H12O2S2 | the OMol25 dataset | the ωB97M-V functional and the def2-TZVPD basis
C 0.715 0.769 -1.987
S 2.234 0.155 -0.986
S 1.592 0.026 0.896
C 0.682 -1.518 0.858
C -0.649 -1.344 0.110
C -1.876 -1.157 0.945
O -2.745 -0.218 0.304
H 0.851 0.062 -2.764
H -0.213 0.796 -1.357
H 0.844 1.804 -2.489
H 1.325 -2.385 0.534
H 0.441 -1.812 1.917
H -0.752 -2.300 -0.483
H -0.538 -0.687 -0.832
H -2.633 -1.849 1.229
H -1.737 -0.738 1.801
H -3.611 -0.489 0.216
O -2.638 2.678 0.182
H -1.946 2.162 0.047
H -3.431 2.361 0.166
```

## Properties
LUMO level: 0.62 eV
ΔE to the lowest compared entry with this formula, charge and spin: 61.94 kcal/mol
energy: -30105.1152 eV
HOMO energy: -8.934 eV

Atom charges from the Löwdin analysis, given in e for atoms 1 to 6: atom 1 (C): -0.390, atom 2 (S): 0.411, atom 3 (S): 0.455, atom 4 (C): -0.580, atom 5 (C): -0.255, atom 6 (C): -0.223

[2]
The following is a quantum chemistry calculation of a cluster of 6 separate species, C20H42Br2N3O13 in total, from the OMol25 dataset.

```
80
C20H42Br2N3O13 | the OMol25 dataset | the ωB97M-V functional and the def2-TZVPD basis
N -0.291 -0.636 1.099
O 0.329 -1.573 1.628
O 0.084 0.548 1.278
O -1.307 -0.862 0.373
C 2.963 2.246 1.155
O 3.727 1.418 1.975
C 5.101 1.510 1.811
C 5.890 0.753 2.862
N 5.313 -0.549 3.315
C 5.584 -1.522 2.237
C 4.778 -2.768 2.433
O 3.377 -2.614 2.343
C 2.749 -3.841 2.078
H 2.905 1.796 0.153
H 3.387 3.254 1.055
H 1.956 2.330 1.553
H 5.433 2.558 1.833
H 5.353 1.139 0.804
H 5.920 1.342 3.790
H 6.966 0.667 2.658
H 5.941 -0.777 4.081
H 6.641 -1.795 2.122
H 5.278 -1.120 1.270
H 5.026 -3.385 3.312
H 5.066 -3.474 1.632
H 1.672 -3.698 2.183
H 3.138 -4.602 2.764
H 2.844 -4.214 1.049
C -2.080 -1.094 -5.092
O -1.589 -1.783 -3.972
C -2.429 -1.801 -2.828
C -3.007 -0.438 -2.475
N -3.601 -0.373 -1.168
C -4.086 0.930 -0.785
C -4.116 1.061 0.728
O -4.306 2.423 1.072
C -4.195 2.686 2.445
H -1.375 -1.187 -5.914
H -2.253 -0.031 -4.901
H -3.047 -1.529 -5.382
H -1.975 -2.330 -1.989
H -3.269 -2.460 -3.097
H -3.846 -0.288 -3.160
H -2.193 0.279 -2.669
H -2.926 -0.645 -0.466
H -5.005 1.353 -1.192
H -3.253 1.616 -1.006
H -3.236 0.613 1.201
H -4.957 0.513 1.165
H -4.428 3.714 2.715
H -3.181 2.439 2.779
H -4.895 2.043 2.994
Br -5.178 -2.160 1.621
C -3.605 -3.222 1.049
C -2.784 -3.567 2.279
Br -1.390 -4.832 1.713
H -3.078 -2.662 0.283
H -4.039 -4.096 0.572
H -3.425 -4.051 3.010
H -2.346 -2.666 2.700
C -0.950 3.596 -0.239
C -1.680 3.660 -1.558
O -1.170 4.796 -2.217
C -0.722 5.636 -1.259
O -0.387 6.759 -1.469
O -0.658 5.002 -0.059
H 0.022 3.103 -0.206
H -1.512 3.171 0.591
H -2.763 3.628 -1.435
H -1.447 2.732 -2.087
C 1.318 -1.204 -2.859
C 0.680 -0.273 -1.797
O 0.843 1.012 -2.383
C 1.208 0.915 -3.658
O 1.391 1.840 -4.392
O 1.276 -0.382 -4.017
H 0.645 -2.031 -3.074
H 2.303 -1.512 -2.510
H 1.216 -0.449 -0.864
H -0.340 -0.585 -1.589
```

## Properties
LUMO level: 2.41 eV
ΔE to the lowest compared entry with this formula, charge and spin: 0.00 kcal/mol
energy: -192589.5406 eV
HOMO energy: -6.110 eV
total charge: -1

Atom charges from the Löwdin analysis, given in e for atoms 1 to 6: atom 1 (N): -0.580, atom 2 (O): -0.022, atom 3 (O): -0.036, atom 4 (O): -0.114, atom 5 (C): -0.111, atom 6 (O): -0.165

[3]
The following is a quantum chemistry calculation of a cluster of 2 separate species, CH3N3S in total, from the OMol25 dataset.

```
8
CH3N3S | the OMol25 dataset | the ωB97M-V functional and the def2-TZVPD basis
N -1.199 -0.928 1.168
N -0.230 -1.278 1.628
S 1.054 -1.730 2.265
C 0.223 1.103 -0.826
N 0.301 0.053 -1.500
H -0.699 1.555 -0.449
H 1.146 1.614 -0.585
H -0.595 -0.390 -1.702
```

## Properties
LUMO level: 0.51 eV
ΔE to the lowest compared entry with this formula, charge and spin: 0.00 kcal/mol
energy: -16389.2792 eV
HOMO energy: -10.010 eV

Atom charges from the Löwdin analysis, given in e for atoms 1 to 6: atom 1 (N): 0.167, atom 2 (N): -0.821, atom 3 (S): 0.673, atom 4 (C): -0.181, atom 5 (N): 0.014, atom 6 (H): 0.060

[4]
The following is a quantum chemistry calculation of a structure of composition C24H14Cl5OPPd, from the OMol25 dataset.

```
46
C24H14Cl5OPPd | the OMol25 dataset | the ωB97M-V functional and the def2-TZVPD basis
Pd -1.239 0.186 -0.845
Cl -7.076 3.224 1.538
C -5.505 3.012 0.881
C -5.240 1.944 0.027
Cl -6.495 0.866 -0.422
C -3.954 1.736 -0.436
Cl -3.588 0.360 -1.421
C -2.861 2.563 -0.068
O -1.666 2.312 -0.419
C -3.194 3.691 0.733
Cl -1.929 4.780 1.118
C -4.473 3.892 1.215
Cl -4.797 5.204 2.267
C 1.217 3.110 -0.353
C 1.319 2.206 0.699
C 1.221 0.849 0.466
C 0.977 0.375 -0.840
C 0.878 1.307 -1.901
C 1.008 2.663 -1.647
P 0.797 -1.403 -1.308
C 2.548 -1.936 -1.279
C 3.589 -1.021 -1.167
C 4.897 -1.469 -1.154
C 5.172 -2.822 -1.253
C 4.137 -3.736 -1.381
C 2.827 -3.294 -1.409
C 0.141 -2.046 0.278
C 0.678 -3.030 1.092
C -0.034 -3.432 2.211
C -1.274 -2.884 2.485
C -1.814 -1.893 1.667
C -1.102 -1.468 0.564
H 1.283 4.166 -0.155
H 1.463 2.568 1.708
H 1.345 0.141 1.278
H 0.775 0.934 -2.920
H 0.922 3.372 -2.460
H 3.378 0.036 -1.083
H 5.705 -0.758 -1.063
H 6.196 -3.164 -1.242
H 4.355 -4.791 -1.464
H 2.009 -3.994 -1.527
H 1.641 -3.463 0.869
H 0.384 -4.177 2.871
H -1.830 -3.228 3.344
H -2.790 -1.488 1.906
```

## Properties
LUMO level (spin up / spin down): -1.76 / -1.91 eV
ΔE to the lowest compared entry with this formula, charge and spin: 57.94 kcal/mol
energy: -102541.2333 eV
HOMO energy (spin up / spin down): -7.714 / -7.765 eV

Atom charges from the Löwdin analysis, given in e for atoms 1 to 6: atom 1 (Pd): 0.670, atom 2 (Cl): 0.667, atom 3 (C): -0.730, atom 4 (C): -0.718, atom 5 (Cl): 0.694, atom 6 (C): -0.575